Entry 1:
The following is a DFT calculation (wB97M-V/def2-TZVPD) of a molecular structure, C16H30N2O2P2Sn in a non-equilibrium geometry.

```
53
Properties=species:S:1:pos:R:3:mulliken_charge:R:1
Sn 0.00439 -0.00569 0.05268 0.101
P 2.26871 -0.42760 -0.84518 0.816
P -2.11995 0.50183 1.24765 0.794
N -0.73877 0.02034 -1.57496 -0.288
H -0.14067 -1.60543 0.83482 -0.106
C 2.97735 -2.13828 -1.01796 -1.242
H 3.96131 -2.13383 -1.52305 0.396
H 2.26682 -2.74342 -1.60438 0.346
H 3.07888 -2.60739 -0.02617 0.333
C 3.68005 0.50228 -0.09031 -1.153
H 4.63422 0.25824 -0.59062 0.398
H 3.77060 0.27306 0.98419 0.296
H 3.47311 1.57938 -0.19418 0.343
C 2.34648 0.15705 -2.59519 -1.110
H 3.36057 0.02826 -3.01330 0.430
H 2.05831 1.22006 -2.62021 0.342
H 1.62262 -0.41480 -3.19656 0.322
C -3.10218 -0.90403 1.94554 -1.329
H -4.05739 -0.56437 2.38839 0.378
H -2.49895 -1.41538 2.71096 0.369
H -3.30306 -1.62411 1.13639 0.339
C -2.03133 1.65376 2.68701 -1.217
H -3.02539 1.79584 3.14359 0.460
H -1.64019 2.62228 2.33988 0.341
H -1.33623 1.24955 3.44260 0.122
C -3.32818 1.32580 0.13507 -1.098
H -4.27161 1.54767 0.66475 0.422
H -3.53063 0.66593 -0.72299 0.310
H -2.87641 2.25749 -0.23928 0.312
C -1.24220 0.19149 -2.79514 0.162
C -2.18732 -0.73260 -4.85547 -0.441
C -1.66571 -0.92445 -3.57730 -0.380
C -1.36888 1.49847 -3.35294 0.053
C -1.89760 1.67135 -4.63017 -0.510
C -2.30855 0.56177 -5.39007 -0.410
H -2.50720 -1.59826 -5.44522 0.333
H -1.56615 -1.92146 -3.13936 0.369
H -1.03702 2.34528 -2.74554 0.349
H -1.98995 2.68077 -5.04422 0.331
H -2.72121 0.70534 -6.39371 0.340
C 1.61918 -0.29616 2.95587 1.319
O 1.10421 0.43271 2.03388 -0.251
C 2.11674 -1.64314 2.65648 -1.217
H 2.27744 -2.21807 3.58587 0.392
H 3.08793 -1.58556 2.13061 0.223
H 1.40066 -2.14293 1.97258 0.242
C 1.86225 0.38447 4.25674 -1.835
H 1.35063 -0.20401 5.05721 0.313
H 1.46106 1.41393 4.26115 0.298
H 2.92035 0.38176 4.49108 0.536
O -0.01961 0.00008 4.64321 -0.636
C -0.01690 -0.01547 3.39377 0.517
N -0.17460 -0.05979 2.07153 -0.524
```

Values from the calculation:
ΔE to the lowest compared entry with this formula, charge and spin (kJ/mol): 1160.65
E_HOMO (eV): -6.411
Lowest unoccupied orbital energy (eV): -0.7
Gap between HOMO and LUMO (eV): 5.73
Electronic energy (eV): -48546.5347
Total charge: 0
Largest force on an atom (eV/Å): 11.12

=====

Entry 2:
The following is a DFT calculation (wB97M-V/def2-TZVPD) of a molecular structure, C7H14N5O3Se3TeZn.

```
34
Properties=species:S:1:pos:R:3:mulliken_charge:R:1
Zn -1.33094 -0.48505 -2.26480 0.790
Se -2.68805 -1.75338 -0.75652 -0.424
Se 0.49125 -3.53388 -0.65510 -0.455
Te -1.49295 -3.43716 -4.75614 0.174
Se -0.86728 -1.02841 -4.60994 -0.537
N 0.79496 -0.28831 -1.79307 -0.497
C 1.11343 0.94311 -1.08165 0.626
C 1.84334 0.74902 0.25957 -1.001
C 1.43677 -0.40297 1.19069 -0.478
C -0.05403 -0.63421 1.43554 -0.783
N -0.86082 0.58694 1.47489 0.121
C -0.70248 1.57410 2.32226 0.620
N -1.16116 2.79729 2.01680 -0.434
N -0.06951 1.34286 3.49181 -0.359
C -0.14210 1.84361 -0.92385 0.175
O 0.03204 2.95979 -0.39818 -0.832
O -1.27025 1.37436 -1.25414 -0.785
H 0.95625 -1.17401 -1.29005 -0.086
H 1.27595 -0.35766 -2.68142 0.408
H 1.78273 1.55467 -1.69213 0.371
H 1.77200 1.70971 0.77637 0.292
H 2.90484 0.59800 0.04807 0.444
H 1.97279 -0.23913 2.13103 0.338
H 1.79306 -1.35395 0.78846 0.457
H -0.21719 -1.23405 2.33526 0.245
H -0.47136 -1.23774 0.62414 -0.128
H -1.41149 0.77130 0.63431 0.368
H -1.00289 3.05610 1.02044 0.297
H -1.01947 3.52658 2.69394 0.217
H 0.02863 0.39333 3.80720 0.194
H 0.01963 2.07700 4.16839 0.199
O -0.50093 -4.12415 -3.14269 -0.586
C -0.89024 -3.52833 -1.95669 0.695
N -2.06454 -3.04540 -1.96278 -0.644
```

Values from the calculation:
ΔE to the lowest compared entry with this formula, charge and spin (kJ/mol): 77.34
E_HOMO (eV): -3.269
Lowest unoccupied orbital energy (eV): 1.8
Gap between HOMO and LUMO (eV): 5.10
Electronic energy (eV): -272833.5944
Total charge: -1
Largest force on an atom (eV/Å): 0.32

=====

- Which value of total charge does entry 1 give?
  0

=====

- Among the records above, which one has the lowest E_HOMO?
  C16H30N2O2P2Sn